The following is a DFT calculation (ωB97M-V with the def2-TZVPD basis set) of 3 unconnected molecules or ions with the total composition C22H40N2O5 at a distorted geometry.

Structure (XYZ):
```
69
Properties=species:S:1:pos:R:3:forces:R:3:lowdin_charge:R:1
C 3.65133 4.14103 -1.86945 -1.72 -0.35 0.95 -0.061
C 2.51706 4.18063 -0.86123 2.33 -0.14 -1.59 -0.138
C 2.39216 2.87406 0.12386 -1.09 -0.69 -0.89 -0.145
C 1.54762 3.12725 1.50725 1.30 0.79 3.79 -0.004
C 2.13066 3.36068 2.87648 -2.83 -0.47 -3.16 -0.014
C 3.68520 3.47120 3.38528 -0.04 -0.28 -0.65 -0.091
C 4.02058 4.91340 4.14972 0.61 -0.88 0.78 -0.175
O 2.93083 5.89787 4.05237 1.71 0.93 -3.85 -0.120
C 2.98792 6.67348 2.80241 -6.15 4.43 0.14 -0.129
O 1.99598 7.57785 2.57751 6.78 -6.22 1.60 -0.062
C 0.80037 3.49166 3.85311 2.08 -1.12 4.91 -0.175
O 0.83720 3.25250 5.18612 -0.99 2.01 -9.44 0.015
O -0.36211 3.85560 2.99936 1.91 -3.12 -0.54 0.025
C -0.11116 3.17950 1.69464 -1.78 -1.63 -4.37 -0.160
O -1.00864 2.72124 0.78440 6.00 3.60 6.94 0.003
H 3.57334 3.44514 -2.83590 0.88 0.26 3.08 0.073
H 4.65704 4.72575 -1.71857 -2.76 0.21 -1.16 0.061
H 1.80225 5.11446 -0.87369 2.14 -1.45 1.40 0.116
H 3.51081 2.52268 0.34791 -2.80 0.94 -0.16 0.122
H 1.88740 1.99650 -0.48825 0.83 1.51 1.40 0.131
H 4.40221 3.38357 2.44603 -1.75 0.17 1.78 0.115
H 3.98644 2.55454 4.08821 -0.98 2.12 -1.44 0.140
H 5.02416 5.39963 3.72478 -2.16 -1.26 1.00 0.139
H 4.13073 4.65758 5.30916 -0.23 0.88 -2.66 0.150
H 3.82053 6.57314 1.97357 -1.32 -0.32 2.11 0.169
C -1.45167 0.18565 3.04475 -0.12 -0.06 0.07 -0.084
C -1.23493 -0.82055 1.92104 0.30 0.01 0.10 -0.261
N -0.19528 -1.81799 2.20000 0.29 -0.13 -0.20 -0.186
C 0.16888 -2.61372 1.02079 0.11 0.28 0.03 -0.245
C -0.90341 -3.52535 0.42396 0.09 -0.32 -0.11 -0.090
C -0.34855 -2.58288 3.44030 0.13 0.26 0.08 -0.251
C -1.62424 -3.40058 3.61234 -0.16 -0.34 0.12 -0.091
H -0.52508 0.71567 3.28670 -0.03 -0.13 0.04 0.068
H -2.19257 0.92998 2.73438 0.13 -0.12 0.00 0.077
H -1.83179 -0.28947 3.95394 0.10 0.07 -0.05 0.070
H -0.93739 -0.24637 1.03285 0.06 -0.28 0.04 0.109
H -2.19101 -1.29276 1.68053 -0.25 -0.01 -0.05 0.097
H 1.05806 -3.21836 1.24904 -0.19 0.13 0.18 0.112
H 0.50077 -1.92250 0.23349 -0.13 0.09 0.19 0.103
H -1.04195 -4.42757 1.02419 -0.10 0.13 -0.06 0.058
H -0.58901 -3.85596 -0.57198 -0.02 0.04 0.06 0.062
H -1.86428 -3.02301 0.31060 0.01 0.00 0.06 0.058
H -0.27028 -1.88984 4.28358 -0.05 0.10 -0.15 0.100
H 0.51547 -3.25087 3.56429 -0.08 0.17 -0.28 0.115
H -2.51754 -2.86099 3.28850 0.08 -0.01 0.00 0.070
H -1.76063 -3.65140 4.66910 0.00 0.03 -0.08 0.073
H -1.57207 -4.34634 3.06767 -0.12 0.14 0.01 0.055
C -3.18279 -3.21388 -6.41954 0.07 -0.09 -0.03 -0.095
C -3.02429 -2.28943 -5.21853 -0.05 -0.26 0.19 -0.271
N -2.61955 -2.97215 -3.98417 -0.10 0.03 0.30 -0.187
C -2.71487 -2.11504 -2.79563 -0.27 -0.11 -0.07 -0.244
C -1.79305 -0.89747 -2.72583 0.13 0.10 0.33 -0.086
C -1.40480 -3.78754 -4.06417 -0.26 -0.15 -0.11 -0.249
C -0.11275 -3.09068 -4.47721 0.40 0.03 0.06 -0.090
H -3.90668 -4.00903 -6.21516 0.14 0.07 0.04 0.079
H -3.54720 -2.64139 -7.27903 0.05 -0.04 0.13 0.073
H -2.23350 -3.67085 -6.71430 -0.11 0.01 0.02 0.063
H -4.00134 -1.81593 -5.05038 0.23 -0.04 0.24 0.118
H -2.33016 -1.48651 -5.48007 0.10 0.19 -0.14 0.093
H -2.56274 -2.72419 -1.89335 0.06 -0.05 -0.32 0.091
H -3.75142 -1.75876 -2.71565 0.10 -0.10 -0.21 0.111
H -0.76982 -1.18342 -2.47149 -0.05 0.07 -0.11 0.049
H -2.13697 -0.22367 -1.93351 0.02 -0.05 -0.08 0.071
H -1.78204 -0.32688 -3.65469 0.02 -0.03 -0.01 0.065
H -1.58806 -4.60995 -4.76246 -0.12 0.12 -0.04 0.100
H -1.23988 -4.28923 -3.10021 -0.23 0.24 -0.06 0.107
H -0.25659 -2.39283 -5.30565 -0.03 -0.04 0.06 0.069
H 0.61937 -3.83637 -4.80307 -0.05 0.05 0.01 0.072
H 0.33772 -2.55049 -3.64106 -0.05 0.05 -0.17 0.053
```
Positions in Å, forces in eV/Å.

Calculated values
spin multiplicity: 1
maximum force: 9.86 eV/A
calculated total energy: -1347.50356 a.u.